# 1
ORCA calculation (wB97M-V/def2-TZVPD) on a single C18H21FN4O2S molecule.

Properties
- DFT total energy (eV) = -42615.297
- SMILES = O=C(CN(Cc1ccccc1F)C(=O)c1csnn1)NC1CCCCC1

Last column: natural (NBO) charge in e.
Geometry (Å):
O -0.89 -0.17 0.36  -0.6354
C 0.04 -0.44 -0.37  0.6850
N 0.54 -1.68 -0.52  -0.6238
H 1.39 -1.81 -1.05  0.3953
C 0.06 -2.82 0.25  -0.0468
C 0.16 -4.10 -0.58  -0.4106
C 1.37 -4.95 -0.20  -0.4015
C 2.58 -4.06 0.08  -0.4015
C 2.33 -3.18 1.31  -0.4198
C 0.84 -2.95 1.56  -0.4126
H 0.70 -2.05 2.15  0.2177
H 0.41 -3.78 2.12  0.2036
H 2.84 -2.22 1.19  0.2260
H 2.76 -3.65 2.20  0.2080
H 3.47 -4.68 0.24  0.2154
H 2.78 -3.45 -0.80  0.1788
H 1.60 -5.65 -1.01  0.2119
H 1.15 -5.54 0.69  0.1964
H -0.75 -4.70 -0.44  0.2166
H 0.21 -3.83 -1.64  0.2064
H -0.99 -2.58 0.48  0.2327
C 0.75 0.61 -1.24  -0.3407
N 0.35 1.94 -0.87  -0.4086
C 0.45 2.41 0.40  0.6761
O -0.03 3.47 0.76  -0.6226
C 1.22 1.58 1.37  -0.0210
C 0.95 1.60 2.72  -0.3801
S 2.01 0.53 3.50  0.6419
N 2.73 0.14 2.06  -0.3617
N 2.23 0.74 1.07  -0.1986
H 0.21 2.18 3.23  0.2667
C -0.57 2.63 -1.77  -0.2397
C -1.92 1.97 -1.74  -0.1393
C -2.81 2.22 -0.70  -0.1547
C -4.02 1.56 -0.63  -0.2187
C -4.38 0.65 -1.61  -0.1887
C -3.52 0.39 -2.66  -0.3048
C -2.30 1.05 -2.70  0.4551
F -1.46 0.77 -3.73  -0.3501
H -3.76 -0.32 -3.43  0.2260
H -5.33 0.14 -1.56  0.2153
H -4.70 1.76 0.19  0.2150
H -2.52 2.92 0.07  0.2324
H -0.65 3.66 -1.41  0.2532
H -0.14 2.62 -2.77  0.2151
H 1.83 0.50 -1.14  0.2490
H 0.48 0.44 -2.28  0.2417

# 2
ORCA calculation (wB97M-V/def2-TZVPD) on a molecular structure, C18H21FeN3OS.

Properties
- DFT total energy (eV) = -70748.589
- <S²> = 6.0149
- spin multiplicity = 5

Last column: Löwdin spin population.
Geometry (Å):
Fe -1.44 1.11 -0.36  3.6466
C 1.64 -2.42 -3.57  0.0001
C 0.96 -2.33 -2.21  -0.0001
C -0.48 -2.83 -2.29  -0.0001
C 1.05 -0.93 -1.66  0.0029
C 1.83 -0.63 -0.55  0.0092
C 2.01 0.68 -0.12  0.0000
C 1.41 1.75 -0.77  0.0121
C 1.65 3.17 -0.34  0.0013
C 0.57 1.45 -1.85  0.0125
C 0.40 0.13 -2.29  0.0188
H 1.66 -3.45 -3.93  0.0000
H 2.67 -2.05 -3.52  0.0000
H 1.11 -1.82 -4.31  0.0001
H 1.50 -2.98 -1.52  0.0000
H -1.08 -2.19 -2.95  0.0000
H -0.96 -2.82 -1.31  0.0000
H -0.51 -3.84 -2.69  0.0000
H 2.33 -1.43 -0.03  0.0004
H 2.65 0.88 0.74  -0.0002
H 1.05 3.42 0.53  0.0003
H 1.42 3.87 -1.13  0.0002
H 2.70 3.30 -0.05  0.0002
H 0.11 2.26 -2.41  0.0021
H -0.22 -0.05 -3.16  0.0012
N -1.52 5.17 1.04  0.0063
C -1.54 3.81 0.87  0.0149
S -2.25 3.27 -0.65  0.0654
N -1.02 3.10 1.82  0.0079
N -1.03 1.74 1.56  0.0583
C -0.80 0.97 2.55  -0.0009
C -0.88 -0.48 2.50  0.0070
C -0.52 -1.17 3.67  -0.0019
C -0.65 -2.53 3.78  0.0064
C -1.19 -3.24 2.71  -0.0020
C -1.57 -2.59 1.55  0.0074
C -1.40 -1.20 1.40  0.0079
O -1.74 -0.65 0.25  0.1120
H -2.14 5.71 0.47  0.0008
H -1.35 5.49 1.98  0.0004
H -0.58 1.43 3.51  0.0021
H -0.14 -0.59 4.51  0.0000
H -0.36 -3.04 4.69  0.0005
H -1.33 -4.31 2.79  -0.0003
H -2.01 -3.13 0.73  0.0004

# 3
ORCA calculation (wB97M-V/def2-TZVPD) on a molecular structure, C18H21GeN2O3Re.

Properties
- DFT total energy (eV) = -86767.412
- <S²> = 0.7739
- spin multiplicity = 2
- charge = +1

Last column: Löwdin spin population.
Geometry (Å):
Re -0.45 0.48 0.25  0.8043
O -1.00 -1.36 4.29  -0.0016
C 0.28 -1.79 4.44  -0.0028
C 0.55 -2.57 5.56  0.0005
C 1.83 -3.01 5.80  -0.0030
C 2.88 -2.69 4.94  0.0002
C 2.62 -1.91 3.83  -0.0022
C 1.32 -1.45 3.56  -0.0014
C 1.12 -0.61 2.39  -0.0106
O -0.13 -0.50 1.90  0.0334
N 2.08 0.02 1.81  -0.0001
N 1.59 0.69 0.71  -0.0250
C 2.46 1.41 0.06  0.0849
C 2.17 2.23 -1.09  0.0002
C 3.20 2.99 -1.65  0.0198
C 2.96 3.80 -2.75  -0.0042
C 1.69 3.86 -3.30  0.0211
C 0.64 3.12 -2.76  -0.0019
C 0.90 2.33 -1.67  0.0125
O -0.12 1.59 -1.13  -0.0079
H -1.09 -0.93 3.43  0.0000
H -0.27 -2.80 6.23  0.0001
H 2.02 -3.62 6.68  -0.0002
H 3.88 -3.05 5.13  0.0001
H 3.42 -1.65 3.15  -0.0001
H 3.47 1.38 0.44  0.0021
H 4.20 2.94 -1.22  0.0006
H 3.76 4.38 -3.18  -0.0006
H 1.50 4.49 -4.16  0.0011
H -0.36 3.16 -3.18  -0.0003
C -2.06 -2.32 -1.45  0.0003
Ge -2.86 -1.84 0.27  0.0239
C -2.29 -3.06 1.67  0.0051
C -4.80 -1.78 0.14  0.0079
C -2.34 0.08 0.74  0.0361
H -2.41 -3.32 -1.73  0.0000
H -0.97 -2.35 -1.40  -0.0003
H -2.36 -1.63 -2.24  0.0001
H -2.72 -4.04 1.42  0.0010
H -2.66 -2.78 2.65  0.0000
H -1.21 -3.17 1.72  -0.0001
H -5.16 -2.78 -0.08  0.0014
H -5.13 -1.11 -0.66  0.0000
H -5.25 -1.45 1.08  0.0000
H -2.67 0.27 1.77  0.0043
H -2.88 0.76 0.06  0.0009

# 4
ORCA calculation (wB97M-V/def2-TZVPD) on a single C18H21N3O4S molecule.

Properties
- DFT total energy (eV) = -42504.246
- SMILES = CCCC(=O)Nc1ccc(C(=O)Nc2nc(CC(=O)OCC)cs2)cc1

Last column: natural (NBO) charge in e.
Geometry (Å):
C -8.77 -0.29 -1.53  -0.6085
C -8.81 0.12 -0.06  -0.3918
H -9.70 0.71 0.14  0.2024
H -8.84 -0.78 0.56  0.2243
C -7.56 0.92 0.33  -0.4995
C -6.32 0.04 0.37  0.6935
O -6.36 -1.15 0.56  -0.5983
N -5.17 0.76 0.19  -0.6034
C -3.85 0.31 0.20  0.1711
C -2.84 1.26 0.03  -0.2553
C -1.51 0.89 0.02  -0.1605
C -1.16 -0.44 0.18  -0.1819
C -2.17 -1.39 0.33  -0.1391
C -3.50 -1.03 0.34  -0.2086
H -4.27 -1.77 0.46  0.2538
H -1.89 -2.43 0.43  0.2380
C 0.24 -0.93 0.18  0.6694
O 0.55 -2.08 -0.07  -0.5946
N 1.20 0.00 0.49  -0.6068
C 2.53 -0.33 0.52  0.2126
N 3.46 0.51 0.83  -0.4840
C 4.69 -0.08 0.77  0.1416
C 4.67 -1.39 0.42  -0.4711
S 3.06 -1.94 0.14  0.4737
H 5.51 -2.05 0.31  0.2352
C 5.90 0.74 1.09  -0.5365
C 6.92 0.68 -0.03  0.8059
O 6.67 0.62 -1.20  -0.5951
O 8.16 0.72 0.47  -0.5099
C 9.24 0.68 -0.46  -0.0767
C 9.57 -0.75 -0.87  -0.6341
H 9.79 -1.35 0.01  0.2091
H 10.43 -0.76 -1.53  0.2164
H 8.72 -1.19 -1.39  0.2231
H 8.97 1.27 -1.34  0.1988
H 10.08 1.14 0.06  0.1883
H 6.37 0.41 2.02  0.2412
H 5.58 1.78 1.20  0.2585
H 0.97 0.94 0.74  0.4208
H -0.76 1.66 -0.14  0.2085
H -3.11 2.30 -0.11  0.2083
H -5.27 1.76 0.06  0.3977
H -7.42 1.75 -0.37  0.2057
H -7.69 1.34 1.33  0.2352
H -9.67 -0.85 -1.78  0.2144
H -8.73 0.59 -2.17  0.1954
H -7.90 -0.90 -1.73  0.2127

# 5
ORCA calculation (wB97M-V/def2-TZVPD) on a single C18H21N3O4S4 molecule.

Properties
- DFT total energy (eV) = -75008.113
- SMILES = CCOc1ccc2nc(NC(=O)[C@H](CCSC)NS(=O)(=O)c3cccs3)sc2c1

Last column: natural (NBO) charge in e.
Geometry (Å):
C 3.71 1.08 -3.79  -0.6396
C 4.74 1.33 -2.70  -0.0629
O 4.95 0.20 -1.88  -0.4940
C 4.07 -0.11 -0.90  0.3146
C 2.94 0.63 -0.57  -0.3240
C 2.14 0.18 0.46  -0.2073
C 2.43 -1.00 1.18  0.1484
C 3.57 -1.72 0.85  -0.1975
C 4.37 -1.28 -0.17  -0.2614
H 5.26 -1.82 -0.45  0.2271
H 3.81 -2.62 1.40  0.2255
N 1.52 -1.31 2.14  -0.4824
C 0.56 -0.46 2.19  0.2698
N -0.42 -0.55 3.16  -0.6387
C -1.74 -0.20 3.15  0.6944
O -2.40 -0.33 4.15  -0.5714
C -2.33 0.25 1.81  -0.1810
N -2.02 -0.78 0.83  -0.8776
S -1.85 -0.40 -0.79  2.3333
O -1.58 0.99 -0.95  -0.9437
O -2.94 -0.97 -1.52  -0.9258
C -0.38 -1.31 -1.20  -0.5566
C 0.12 -2.44 -0.63  -0.2122
C 1.30 -2.87 -1.28  -0.2541
C 1.65 -2.07 -2.32  -0.3865
S 0.55 -0.77 -2.53  0.4984
H 2.49 -2.17 -2.98  0.2445
H 1.85 -3.74 -0.98  0.2354
H -0.32 -2.92 0.22  0.2399
H -2.63 -1.59 0.92  0.4112
H -1.85 1.17 1.47  0.2703
C -3.83 0.51 1.95  -0.4166
C -4.39 1.31 0.78  -0.5229
H -4.05 0.90 -0.17  0.2217
H -5.48 1.32 0.81  0.2235
S -3.80 3.04 0.88  0.1555
C -3.65 3.42 -0.89  -0.7370
H -4.61 3.30 -1.37  0.2115
H -2.90 2.76 -1.32  0.2405
H -3.32 4.45 -0.96  0.2264
H -4.00 1.06 2.88  0.2420
H -4.36 -0.45 2.03  0.2140
H -0.13 -1.04 4.00  0.4299
S 0.67 0.89 1.06  0.3761
H 2.67 1.54 -1.09  0.2286
H 5.72 1.52 -3.15  0.1960
H 4.47 2.20 -2.09  0.1725
H 3.64 1.96 -4.43  0.2199
H 4.02 0.23 -4.40  0.2133
H 2.73 0.87 -3.37  0.2091